1.
The following is a quantum chemistry calculation of C13H26BeCl5NO5 as an isolated structure in a non-equilibrium geometry, from the OMol25 dataset.

```
! wB97M-V def2-TZVPD RIJCOSX def2/J DEFGRID3
* xyz 1 2
Be 22.621 -11.112 0.332
Cl 23.154 -8.347 2.371
O 23.242 -6.960 2.622
O 24.136 -9.156 3.064
O 21.864 -8.933 2.639
O 23.393 -8.561 0.943
C 22.305 -12.161 4.649
C 23.732 -12.745 4.635
C 23.434 -14.177 5.178
C 24.727 -14.980 5.253
C 25.416 -15.029 3.914
C 25.463 -13.725 3.111
N 24.219 -12.934 3.225
O 24.007 -11.996 2.484
C 26.653 -12.827 3.591
C 25.855 -14.107 1.685
C 24.559 -11.897 5.611
H 22.245 -11.164 4.206
H 21.948 -12.061 5.670
H 21.633 -12.758 4.031
H 22.967 -14.185 6.159
H 22.835 -14.750 4.465
H 24.587 -16.036 5.498
H 25.290 -14.650 6.129
H 24.841 -15.756 3.334
H 26.392 -15.495 4.043
H 27.459 -12.875 2.860
H 26.515 -11.748 3.684
H 27.086 -13.113 4.549
H 25.021 -14.748 1.372
H 25.933 -13.332 0.925
H 26.682 -14.807 1.593
H 24.124 -11.753 6.598
H 24.704 -10.884 5.236
H 25.570 -12.278 5.736
Cl 25.034 -7.875 7.452
C 23.652 -8.635 6.608
C 22.647 -7.563 6.232
Cl 21.933 -6.788 7.655
H 23.266 -9.316 7.362
H 24.031 -9.034 5.672
H 21.863 -7.986 5.602
H 23.090 -6.729 5.690
Cl 28.364 -6.245 2.172
C 26.571 -6.379 2.282
C 25.905 -5.591 1.124
Cl 26.549 -6.125 -0.452
H 26.259 -6.047 3.269
H 26.303 -7.428 2.167
H 26.150 -4.533 1.198
H 24.826 -5.696 1.049
*
```

Values from the calculation:
HOMO (alpha / beta)   -11.984 / -11.984 eV
Gap between HOMO and LUMO (alpha / beta)   0.160 / 0.153 Eh
LUMO (alpha / beta)   -7.62 / -7.82 eV
Maximum force   0.100 Eh/bohr
<S²>   0.75
Energy   -88622.43284 eV

Results of the natural (NBO) charge analysis, in e, for atoms 1 through 8: Be 0.9180; Cl 2.5396; O -0.7673; O -0.8832; O -0.8707; O -0.9052; C -0.6273; C 0.0649

=====

2.
The following is a quantum chemistry calculation of a 2-piece molecular cluster, C3H9ClNO2P overall in a non-equilibrium geometry, from the OMol25 dataset.

```
! wB97M-V def2-TZVPD RIJCOSX def2/J DEFGRID3
* xyz 0 1
C 1.376 1.864 -0.721
C -0.362 0.425 -1.678
C -1.382 -1.631 1.823
N 0.267 0.971 -0.500
O 0.926 0.532 2.076
O -1.165 -0.527 0.954
P 0.311 0.045 0.854
Cl 1.002 -3.131 -0.639
H 1.905 2.015 0.217
H 2.070 1.473 -1.471
H 0.995 2.828 -1.070
H -0.749 1.244 -2.287
H 0.342 -0.161 -2.272
H -1.183 -0.216 -1.373
H -2.439 -1.889 1.728
H -1.151 -1.364 2.858
H -0.765 -2.476 1.501
*
```

Values from the calculation:
HOMO (alpha / beta)   -8.780 / -8.780 eV
Gap between HOMO and LUMO (alpha / beta)   0.232 / 0.232 Eh
ΔE to the lowest compared entry with this formula, charge and spin   269.0 kJ/mol
LUMO (alpha / beta)   -2.46 / -2.46 eV
Maximum force   0.047 Eh/bohr
Energy   -30652.65428 eV

Results of the natural (NBO) charge analysis, in e, for atoms 1 through 8: C -0.4213; C -0.4243; C -0.2816; N -0.7128; O -0.9656; O -0.7696; P 2.3336; Cl -0.7569

=====

3.
The following is a quantum chemistry calculation of C25H22N4O2PtS as an isolated structure, from the OMol25 dataset.

```
! wB97M-V def2-TZVPD RIJCOSX def2/J DEFGRID3
* xyz 2 5
Pt -0.085 0.145 -0.343
O -0.246 -1.618 3.305
C -0.079 -1.532 2.108
O -0.876 -0.877 1.309
C 1.092 -2.210 1.444
C 1.914 -3.033 2.228
C 3.000 -3.611 1.636
C 3.234 -3.401 0.261
C 4.315 -4.014 -0.419
C 4.473 -3.845 -1.762
C 3.540 -3.069 -2.487
C 2.496 -2.456 -1.858
C 2.329 -2.582 -0.461
N 1.288 -1.962 0.170
H 1.657 -3.176 3.267
H 3.673 -4.246 2.199
H 4.998 -4.634 0.148
H 5.291 -4.324 -2.282
H 3.643 -2.982 -3.561
H 1.758 -1.918 -2.424
S 3.985 1.842 1.007
C 3.100 1.754 2.454
C 3.542 2.052 3.771
C 2.647 1.871 4.824
C 1.377 1.416 4.575
C 0.929 1.132 3.246
C 1.802 1.306 2.198
N 1.562 1.059 0.864
C 2.603 1.268 0.116
C 2.559 1.005 -1.309
C 3.633 1.291 -2.153
C 3.517 1.051 -3.508
C 2.330 0.530 -4.012
C 1.269 0.222 -3.170
C 1.373 0.443 -1.804
H 4.549 2.402 3.959
H 2.956 2.081 5.838
H 0.700 1.259 5.404
H -0.068 0.748 3.071
H 4.552 1.707 -1.753
H 4.339 1.267 -4.176
H 2.237 0.351 -5.076
H 0.372 -0.218 -3.593
N -2.053 1.113 0.357
C -2.732 2.125 -0.463
C -1.703 3.120 -0.953
N -0.660 2.372 -1.671
H -2.625 0.286 0.518
H -1.850 1.473 1.286
H -3.518 2.621 0.108
H -3.208 1.622 -1.306
H -1.242 3.632 -0.107
H -2.175 3.879 -1.580
H 0.149 2.948 -1.879
H -1.004 2.017 -2.559
*
```

Values from the calculation:
HOMO (alpha / beta)   -13.791 / -13.877 eV
Gap between HOMO and LUMO (alpha / beta)   0.256 / 0.124 Eh
ΔE to the lowest compared entry with this formula, charge and spin   118.4 kJ/mol
LUMO (alpha / beta)   -6.82 / -10.50 eV
Maximum force   0.018 Eh/bohr
<S²>   6.03
Energy   -50401.67692 eV

Results of the natural (NBO) charge analysis, in e, for atoms 1 through 8: Pt 1.3677; O -0.5885; C 0.7480; O -0.7742; C 0.0809; C -0.2341; C -0.0965; C -0.1062

=====

4.
The following is a quantum chemistry calculation of C21H27ClN6O4PtSeSi as an isolated structure in a non-equilibrium geometry, from the OMol25 dataset.

```
! wB97M-V def2-TZVPD RIJCOSX def2/J DEFGRID3
* xyz 2 1
Pt 0.215 -0.090 -0.143
Se 4.362 2.780 -6.173
N 4.475 1.317 -5.208
C 3.442 1.269 -4.406
C 3.192 0.218 -3.448
C 3.891 -0.991 -3.446
C 3.551 -1.955 -2.522
C 2.590 -1.651 -1.566
N 1.936 -0.497 -1.545
C 2.171 0.413 -2.505
C 1.268 1.538 -2.609
N 0.285 1.638 -1.695
C -0.681 2.529 -1.869
C -0.734 3.363 -2.982
C 0.304 3.339 -3.884
C 1.354 2.438 -3.681
C 2.523 2.370 -4.528
N 2.853 3.271 -5.418
H 4.656 -1.159 -4.191
H 4.013 -2.931 -2.532
H 2.326 -2.378 -0.810
H -1.462 2.565 -1.125
H -1.587 4.011 -3.121
H 0.322 3.987 -4.749
N 0.601 1.746 1.241
C 0.213 1.510 2.641
C 1.437 1.235 3.477
C 2.266 0.089 2.902
C 1.451 -1.155 2.532
N 1.301 -1.267 1.057
H 1.525 2.163 1.174
H -0.061 2.374 0.797
H -0.480 0.670 2.662
H -0.319 2.371 3.054
H 1.106 1.005 4.490
H 2.068 2.125 3.545
H 3.027 -0.176 3.635
H 2.800 0.422 2.007
H 0.454 -1.124 2.975
H 1.947 -2.051 2.915
H 0.810 -2.125 0.827
H 2.222 -1.303 0.628
C -4.952 -0.715 2.207
Si -3.611 -2.018 2.533
C -2.973 -1.718 4.344
C -4.159 -3.790 2.302
C -2.071 -1.532 1.634
C -1.077 -1.059 1.057
H -5.827 -0.888 2.829
H -5.225 -0.819 1.155
H -4.581 0.294 2.374
H -3.801 -1.893 5.028
H -2.582 -0.714 4.485
H -2.185 -2.448 4.523
H -4.923 -4.036 3.041
H -3.334 -4.493 2.425
H -4.587 -3.964 1.314
O -1.078 -1.129 -1.918
Cl -2.382 -0.428 -1.959
O -2.404 0.408 -3.100
O -3.422 -1.371 -1.923
O -2.462 0.410 -0.754
*
```

Values from the calculation:
HOMO (alpha / beta)   -14.442 / -14.442 eV
Gap between HOMO and LUMO (alpha / beta)   0.179 / 0.179 Eh
ΔE to the lowest compared entry with this formula, charge and spin   462.0 kJ/mol
LUMO (alpha / beta)   -9.56 / -9.57 eV
Maximum force   0.068 Eh/bohr
Energy   -128312.37731 eV

Results of the natural (NBO) charge analysis, in e, for atoms 1 through 8: Pt 1.4250; Se 1.1109; N -0.5955; C 0.0847; C -0.0643; C -0.0656; C -0.2117; C 0.0412

=====

5.
The following is a quantum chemistry calculation of an isolated molecule of C4H11NS in a non-equilibrium geometry, from the OMol25 dataset.

```
! wB97M-V def2-TZVPD RIJCOSX def2/J DEFGRID3
* xyz 0 1
C 1.113 -1.067 1.483
N 1.282 -0.291 0.262
C 0.118 0.505 -0.120
C -1.131 -0.328 -0.152
S -2.668 0.587 -0.659
C 0.374 1.177 -1.444
H 0.808 -0.411 2.305
H 2.118 -1.340 1.817
H 0.478 -1.949 1.431
H 1.563 -0.916 -0.485
H -0.074 1.272 0.649
H -1.522 -0.814 0.741
H -0.899 -1.158 -0.836
H -3.037 0.897 0.595
H -0.435 1.624 -2.004
H 0.673 0.372 -2.152
H 1.239 1.840 -1.429
*
```

Values from the calculation:
SMILES   CN[C@@H](C)CS
HOMO   -8.760 eV
Gap between HOMO and LUMO   0.355 Eh
ΔE to the lowest compared entry with this formula, charge and spin   63.0 kJ/mol
LUMO   0.91 eV
Maximum force   0.042 Eh/bohr
Energy   -16651.13990 eV

Results of the natural (NBO) charge analysis, in e, for atoms 1 through 8: C -0.4271; N -0.6173; C -0.0811; C -0.5085; S -0.0671; C -0.6185; H 0.1964; H 0.2049

=====

6.
The following is a quantum chemistry calculation of a 4-piece molecular cluster, C20H54BO14P3Si overall in a non-equilibrium geometry, from the OMol25 dataset.

```
! wB97M-V def2-TZVPD RIJCOSX def2/J DEFGRID3
* xyz 0 1
C 8.155 -0.210 -3.887
C 7.247 0.939 -3.441
O 6.210 1.182 -4.403
B 4.925 0.955 -4.004
O 3.986 1.962 -4.211
Si 4.255 -0.774 -3.177
H 8.025 -1.107 -3.286
H 9.198 0.090 -3.942
H 7.864 -0.479 -4.903
H 7.848 1.846 -3.401
H 6.851 0.788 -2.436
H 3.742 1.984 -5.145
H 2.990 -1.235 -3.791
H 5.308 -1.818 -3.194
H 3.945 -0.496 -1.753
O -0.762 1.032 0.844
P 0.557 0.808 1.450
O 0.933 2.123 2.304
C -0.024 2.775 3.141
C -0.077 2.196 4.540
O 1.628 0.854 0.260
C 1.209 0.925 -1.105
C 1.058 2.356 -1.577
O 1.424 -0.265 2.245
C 0.980 -0.932 3.437
C -0.489 -1.314 3.430
H -1.012 2.753 2.677
H 0.288 3.818 3.196
H -0.491 1.187 4.540
H -0.710 2.811 5.182
H 0.921 2.154 4.978
H 0.285 0.366 -1.251
H 1.981 0.420 -1.686
H 0.547 2.982 -0.845
H 0.503 2.389 -2.516
H 2.038 2.808 -1.745
H 1.228 -0.317 4.304
H 1.587 -1.832 3.528
H -1.127 -0.502 3.073
H -0.810 -1.580 4.437
H -0.661 -2.174 2.783
O -2.519 6.138 -4.683
P -2.012 5.066 -5.548
O -3.017 4.932 -6.802
C -3.529 6.080 -7.481
C -2.618 6.563 -8.592
O -2.247 3.688 -4.768
C -2.704 3.677 -3.413
C -4.217 3.645 -3.327
O -0.687 4.501 -6.229
C 0.215 5.294 -7.014
C 0.433 6.699 -6.483
H -3.729 6.885 -6.770
H -4.484 5.775 -7.908
H -1.692 6.981 -8.196
H -3.109 7.345 -9.174
H -2.362 5.743 -9.264
H -2.298 4.529 -2.869
H -2.287 2.782 -2.951
H -4.671 4.338 -4.034
H -4.548 3.896 -2.319
H -4.591 2.648 -3.569
H -0.129 5.306 -8.050
H 1.164 4.758 -7.017
H -0.505 7.185 -6.202
H 0.917 7.314 -7.242
H 1.072 6.686 -5.600
O -0.641 -5.378 5.773
P -1.517 -6.365 6.444
O -3.043 -5.914 6.241
C -3.568 -5.646 4.938
C -4.093 -6.898 4.263
O -1.283 -5.895 7.999
C -0.271 -4.968 8.364
C -0.771 -3.535 8.328
O -1.665 -7.858 7.013
C -1.740 -9.020 6.171
C -0.831 -8.962 4.958
H -2.815 -5.157 4.315
H -4.385 -4.939 5.080
H -3.280 -7.583 4.009
H -4.612 -6.645 3.338
H -4.789 -7.424 4.916
H 0.608 -5.089 7.732
H 0.030 -5.230 9.380
H -1.362 -3.343 7.433
H 0.066 -2.835 8.358
H -1.413 -3.333 9.187
H -2.781 -9.189 5.881
H -1.460 -9.866 6.797
H -0.887 -7.994 4.448
H -1.110 -9.735 4.242
H 0.209 -9.123 5.242
*
```

Values from the calculation:
SMILES   CCOP(=O)(OCC)OCC.CCOP(=O)(OCC)OCC.CCOP(=O)(OCC)OCC.CCOB(O)[SiH3]
HOMO   -9.708 eV
Gap between HOMO and LUMO   0.375 Eh
LUMO   0.49 eV
Maximum force   0.135 Eh/bohr
Energy   -86707.44406 eV

Results of the Löwdin charge analysis, in e, for atoms 1 through 8: C -0.0662; C -0.2463; O 0.0030; B -0.7494; O 0.0760; Si 0.7260; H 0.0664; H 0.0700

=====

Among the records above, which one has the lowest maximum force?
C25H22N4O2PtS